(one)
Density functional theory data (wB97M-V/def2-TZVPD) for a structure of composition C32H29ClFMoN3O2P.

Positions of all 70 atoms, in Å:
Mo 12.571 11.846 11.266
N 14.918 10.008 9.464
C 15.343 10.638 10.591
C 16.733 10.798 10.872
C 17.165 11.425 12.030
C 16.219 11.784 13.032
C 14.879 11.675 12.725
N 14.481 11.217 11.470
H 15.642 9.792 8.754
H 13.956 9.816 9.232
H 17.466 10.335 10.238
H 18.249 11.583 12.226
H 16.502 12.084 14.063
H 14.087 11.856 13.493
Cl 11.144 10.820 13.800
C 11.294 11.335 15.559
C 11.985 12.721 15.725
O 13.004 12.991 14.991
O 11.393 13.477 16.530
H 11.947 10.557 15.974
H 10.273 11.265 15.985
N 11.411 10.739 10.603
P 10.491 9.653 9.757
C 9.679 8.628 10.920
C 9.090 9.257 12.035
C 8.611 8.434 13.051
C 8.587 7.069 12.973
C 9.093 6.474 11.846
C 9.581 7.236 10.782
C 9.287 10.662 8.983
C 8.984 11.915 9.473
C 7.895 12.611 8.922
C 7.173 12.098 7.865
C 7.551 10.858 7.342
C 8.526 10.085 7.965
C 11.410 8.811 8.476
C 11.340 9.290 7.156
C 11.933 8.497 6.133
C 12.648 7.374 6.415
C 12.785 6.974 7.753
C 12.121 7.642 8.781
H 9.054 10.383 12.038
H 8.281 8.918 13.976
H 8.157 6.504 13.786
H 9.078 5.394 11.715
H 9.809 6.707 9.834
H 9.537 12.432 10.269
H 7.751 13.601 9.289
H 6.341 12.644 7.457
H 7.068 10.456 6.480
H 8.761 9.072 7.667
H 10.829 10.229 6.894
H 11.818 8.862 5.111
H 13.080 6.774 5.599
H 13.394 6.151 8.038
H 12.119 7.248 9.765
F 15.102 18.183 12.688
C 14.561 16.978 12.418
C 14.080 16.219 13.492
C 13.204 15.166 13.219
C 12.883 14.741 11.890
C 11.790 13.747 11.746
C 13.653 15.338 10.874
C 14.392 16.517 11.093
H 14.442 16.464 14.460
H 12.658 14.763 14.095
H 11.157 14.098 10.937
H 11.233 13.740 12.694
H 13.544 15.019 9.853
H 14.855 17.063 10.309

As for the spin multiplicity: 3. The total charge is +1. As for the HOMO energy (spin up / spin down): -10.115 / -10.112 eV. The HOMO-LUMO gap (spin up / spin down) is 5.97 / 6.11 eV. The expectation value of S² is 2.03.

---

(two)
Density functional theory data (wB97M-V/def2-TZVPD) for a structure of composition C32H29ClFMoN3O2P.

Positions of all 70 atoms, in Å:
Mo 0.955 -0.104 0.997
N 3.180 0.858 -1.448
C 3.257 -0.360 -0.943
C 3.830 -1.396 -1.745
C 3.917 -2.702 -1.215
C 3.413 -3.030 0.081
C 2.969 -2.000 0.883
N 2.725 -0.753 0.303
H 3.532 1.034 -2.444
H 2.633 1.599 -0.972
H 4.212 -1.179 -2.703
H 4.364 -3.466 -1.817
H 3.342 -4.081 0.431
H 2.881 -2.106 1.936
Cl -0.123 -1.893 2.184
C -0.168 -2.267 4.276
C 0.952 -3.188 4.559
O 0.709 -4.379 4.201
O 1.968 -2.611 5.020
H -1.163 -2.675 4.185
H -0.196 -1.271 4.598
N 0.106 0.001 -0.530
P -1.309 0.060 -1.507
C -2.463 -1.017 -0.732
C -1.996 -2.311 -0.313
C -2.771 -3.048 0.564
C -4.133 -2.856 0.580
C -4.677 -1.809 -0.185
C -3.857 -0.793 -0.724
C -1.824 1.747 -1.411
C -1.562 2.658 -2.487
C -1.793 4.024 -2.346
C -2.460 4.468 -1.232
C -2.907 3.571 -0.270
C -2.503 2.237 -0.257
C -1.084 -0.526 -3.188
C 0.037 -1.349 -3.446
C 0.265 -1.834 -4.706
C -0.659 -1.706 -5.709
C -1.660 -0.761 -5.523
C -1.969 -0.241 -4.295
H -0.977 -2.588 -0.581
H -2.228 -3.912 0.966
H -4.808 -3.433 1.211
H -5.735 -1.807 -0.292
H -4.350 0.056 -1.204
H -1.112 2.357 -3.412
H -1.354 4.692 -3.096
H -2.552 5.526 -1.128
H -3.392 3.918 0.656
H -2.756 1.599 0.583
H 0.770 -1.504 -2.658
H 1.136 -2.457 -4.882
H -0.578 -2.108 -6.684
H -2.317 -0.631 -6.369
H -2.761 0.527 -4.212
F 4.027 2.925 5.638
C 2.923 2.742 4.866
C 2.582 3.834 4.104
C 1.875 3.556 2.958
C 1.351 2.273 2.696
C 0.588 1.938 1.485
C 1.445 1.339 3.769
C 2.272 1.516 4.869
H 2.934 4.866 4.292
H 1.543 4.359 2.245
H 0.904 2.555 0.634
H -0.526 2.006 1.510
H 0.709 0.543 3.728
H 2.416 0.770 5.657

As for the spin multiplicity: 3. The total charge is +1. As for the HOMO energy (spin up / spin down): -10.451 / -10.570 eV. The HOMO-LUMO gap (spin up / spin down) is 6.97 / 6.77 eV. The expectation value of S² is 2.02.

---

Quick one: most stable of them? (one)

---

(one)
Density functional theory data (wB97M-V/def2-TZVPD) for a cluster of 2 separate species, CH4NOS in total.

Positions of all 8 atoms, in Å:
C -0.412 -0.709 -0.696
N -0.901 0.409 -0.137
O -1.144 0.542 1.099
S 3.063 0.639 1.115
H -0.652 -0.898 -1.753
H -0.100 -1.548 -0.067
H -1.538 0.954 -0.662
H 1.683 0.611 1.100

The total charge is -1. As for the HOMO energy: -2.199 eV. The HOMO-LUMO gap is 5.57 eV.

---

(two)
Density functional theory data (wB97M-V/def2-TZVPD) for a cluster of 2 separate species, CH4NOS in total.

Positions of all 8 atoms, in Å:
S -0.610 -1.651 -1.660
H -0.484 -1.844 -2.974
C -0.254 0.856 1.133
N 0.720 0.277 0.427
O -0.183 1.819 1.884
H -1.232 0.386 0.921
H 1.684 0.494 0.609
H 0.359 -0.337 -0.340

The total charge is -1. As for the HOMO energy: -3.218 eV. The HOMO-LUMO gap is 7.45 eV.

---

Quick one: most stable of them? (two)

---

(one)
Density functional theory data (wB97M-V/def2-TZVPD) for the molecule C5H8S3.

Positions of all 16 atoms, in Å:
C 0.068 2.237 -0.526
C 1.205 -0.309 -0.001
C -1.570 -0.313 0.661
C -2.794 0.094 -0.041
C -4.009 -0.445 0.120
H 0.451 3.259 -0.733
H -0.142 1.720 -1.466
H -0.850 2.340 0.034
H -1.106 0.478 1.249
H -1.809 -1.107 1.443
H -2.640 0.906 -0.813
H -4.839 -0.070 -0.500
H -4.184 -1.257 0.817
S 1.375 1.392 0.386
S 2.561 -1.237 0.015
S -0.329 -1.021 -0.483

The total charge is 0. As for the HOMO energy: -8.481 eV. The HOMO-LUMO gap is 8.11 eV.

---

(two)
Density functional theory data (wB97M-V/def2-TZVPD) for the molecule C5H8S3.

Positions of all 16 atoms, in Å:
C 2.076 -0.700 0.977
S 2.358 -0.834 -0.800
C 0.640 -0.203 -1.009
S 0.165 1.713 -0.407
C -1.548 1.341 0.188
C -1.775 0.010 -0.579
S -1.928 -1.833 -0.261
C -0.529 -0.646 -0.175
H 2.973 -0.400 1.814
H 1.276 0.223 1.088
H 1.453 -1.551 1.268
H 0.558 -0.119 -2.174
H -2.261 2.073 -0.269
H -1.601 1.214 1.217
H -1.756 0.198 -1.716
H -0.102 -0.487 0.838

The total charge is 0. As for the HOMO energy: -9.071 eV. The HOMO-LUMO gap is 9.24 eV.

---

(three)
Density functional theory data (wB97M-V/def2-TZVPD) for the molecule C5H8S3.

Positions of all 16 atoms, in Å:
S 3.087 0.341 -0.219
C 1.240 -0.123 -0.259
C 0.685 -1.484 0.235
C -0.568 -0.867 0.743
S -2.069 -0.845 -0.277
C -2.102 0.917 -0.689
S -0.865 1.797 0.371
C 0.138 0.442 0.702
H 2.835 1.551 -1.071
H 0.807 0.074 -1.239
H 1.509 -1.832 0.979
H 0.554 -2.204 -0.674
H -0.865 -0.999 1.876
H -3.129 1.528 -0.628
H -1.688 0.989 -1.662
H 0.431 0.716 1.811

The total charge is 0. As for the HOMO energy: -8.774 eV. The HOMO-LUMO gap is 9.39 eV.

---

(four)
Density functional theory data (wB97M-V/def2-TZVPD) for the molecule C5H8S3.

Positions of all 16 atoms, in Å:
S 1.784 2.219 -0.245
C 0.701 1.066 -0.965
C -0.125 0.086 0.036
C 0.800 -0.779 0.853
S 1.652 -1.653 -0.356
C -1.103 -0.775 -0.907
S -2.608 0.368 -0.369
C -1.259 0.810 0.878
H 0.138 1.368 -2.092
H 1.343 -0.106 1.415
H 0.242 -1.450 1.541
H 2.843 -0.827 -0.196
H -1.084 -1.807 -0.582
H -0.945 -0.732 -2.083
H -1.244 0.430 1.967
H -1.136 1.781 1.107

The total charge is 0. As for the HOMO energy: -8.957 eV. The HOMO-LUMO gap is 7.90 eV.

---

Quick one: most stable of them? (one)

---

(one)
Density functional theory data (wB97M-V/def2-TZVPD) for a cluster of 4 separate species, C3H14O3S in total.

Positions of all 21 atoms, in Å:
C -1.314 -1.133 1.194
C 0.014 -0.728 0.593
S 0.040 -0.726 -1.211
C 0.690 -2.377 -1.490
H -1.215 -1.101 2.284
H -2.103 -0.439 0.898
H -1.618 -2.133 0.873
H 0.266 0.273 0.954
H 0.808 -1.385 0.961
H -0.019 -3.181 -1.330
H 1.574 -2.533 -0.862
H 1.034 -2.445 -2.523
O -3.156 -3.421 -0.843
H -3.393 -4.353 -0.816
H -3.006 -3.210 -1.775
O 2.471 5.003 2.648
H 1.712 5.592 2.679
H 2.677 4.911 1.710
O 1.321 3.485 0.048
H 1.526 2.689 0.550
H 0.600 3.914 0.516

The total charge is 0. As for the HOMO energy: -8.444 eV. The HOMO-LUMO gap is 9.04 eV.

---

(two)
Density functional theory data (wB97M-V/def2-TZVPD) for a cluster of 4 separate species, C3H14O3S in total.

Positions of all 21 atoms, in Å:
C -1.720 2.120 -0.434
C -1.970 0.934 0.499
C -0.705 0.155 0.905
S -1.052 -0.986 2.343
H -2.751 2.433 -0.733
H -1.256 2.981 0.055
H -1.272 1.892 -1.404
H -2.657 0.236 0.018
H -2.564 1.326 1.339
H -0.443 -0.603 0.165
H 0.146 0.752 1.176
H -1.928 -0.083 2.846
O 2.022 -2.457 0.257
H 2.366 -1.591 0.528
H 2.362 -2.982 0.980
O 1.644 -1.579 -2.285
H 1.143 -2.125 -2.889
H 1.665 -2.079 -1.448
O 2.496 0.472 -0.301
H 2.487 -0.077 -1.089
H 1.989 1.261 -0.527

The total charge is 0. As for the HOMO energy: -8.884 eV. The HOMO-LUMO gap is 9.51 eV.

---

Quick one: most stable of them? (two)

---

(one)
Density functional theory data (wB97M-V/def2-TZVPD) for a cluster of 6 separate species, C2H16NO5 in total.

Positions of all 24 atoms, in Å:
C 1.401 1.116 0.561
C 0.488 2.025 0.983
N 0.921 -0.282 0.546
H 2.434 1.232 0.181
H 0.581 3.100 0.808
H -0.496 1.831 1.268
H 0.148 -0.556 1.227
H 0.454 -0.508 -0.374
H 1.687 -1.041 0.465
H -1.094 -2.414 -3.253
H -2.500 -2.166 -2.839
O -1.618 -1.919 -2.606
H -1.795 -1.903 1.521
H -2.402 -0.606 2.017
O -1.601 -0.941 1.444
H -3.993 1.612 1.374
H -3.120 2.276 2.323
O -3.355 1.425 1.964
H 2.881 -3.285 -0.279
H 1.450 -3.525 -0.090
O 2.015 -2.870 -0.442
H 1.845 3.044 -2.204
H 3.326 2.397 -1.921
O 2.411 2.261 -2.023

The total charge is +1. As for the HOMO energy: -13.860 eV. The HOMO-LUMO gap is 11.15 eV.

---

(two)
Density functional theory data (wB97M-V/def2-TZVPD) for a cluster of 6 separate species, C2H16NO5 in total.

Positions of all 24 atoms, in Å:
C -1.330 -0.545 2.287
C -2.388 -1.139 1.699
N -0.041 -0.763 1.592
H -1.284 -0.083 3.188
H -3.276 -1.241 2.383
H -2.446 -1.482 0.728
H -0.052 -1.671 1.130
H 0.284 0.004 0.966
H 0.750 -0.541 2.410
H 1.616 4.164 -0.107
H 0.796 3.160 -0.750
O 1.299 3.312 0.156
H 1.339 -2.701 -1.002
H -0.160 -2.614 -1.328
O 0.430 -2.712 -0.606
H 1.398 -1.833 -3.323
H -0.029 -2.242 -3.712
O 0.475 -1.700 -3.085
H 1.659 1.780 0.417
H 2.809 1.322 1.284
O 1.985 1.032 0.893
H -1.915 2.552 -1.530
H -0.946 1.712 -2.237
O -0.972 2.230 -1.451

The total charge is +1. As for the HOMO energy: -14.287 eV. The HOMO-LUMO gap is 11.50 eV.

---

Quick one: most stable of them? (one)